(1)
This record from the Open Molecules 2025 dataset describes C3H5ClS2 in the gas phase at a distorted geometry. The level of theory is ωB97M-V/def2-TZVPD.

The HOMO-LUMO gap is 8.609 eV. Its energy relative to the best compared isomer or geometry (same formula, charge and spin) is 23.7 kcal per mole.

Positions of all 11 atoms, in Å:
C (-0.63301, -0.50237, 0.62461)
C (0.19005, 0.34518, -0.26680)
C (1.66599, 0.33027, -0.16982)
H (-2.50952, -0.25278, -0.76296)
H (0.08521, -1.07833, 1.18978)
H (-1.14285, 0.17224, 1.41164)
H (0.04980, -0.09006, -1.23417)
H (2.06323, 1.37546, -0.23283)
S (-1.98817, -1.33681, -0.28127)
S (2.53041, -1.00544, -0.15033)
Cl (-0.31114, 2.04264, -0.12785)


(2)
This record from the Open Molecules 2025 dataset describes C3H5CoO3 as an isolated structure at a distorted geometry. The level of theory is ωB97M-V/def2-TZVPD.

The HOMO-LUMO gap (spin up / spin down) is 6.361 / 8.952 eV. As for the multiplicity: 5. Its energy relative to the best compared isomer or geometry (same formula, charge and spin) is 57.8 kcal per mole.

Positions of all 12 atoms, in Å:
O (-0.28839, 0.13301, -0.87211)
C (-0.47255, -1.22556, -0.15917)
C (0.59791, 0.97366, -0.13548)
O (-0.68360, -2.24621, -0.75836)
O (0.42360, -1.16924, 0.80661)
C (0.87516, 0.15485, 1.12803)
H (0.17405, 1.95323, 0.11625)
H (1.48582, 1.13219, -0.76015)
H (0.31155, 0.50834, 1.99912)
H (1.94372, 0.09622, 1.36159)
H (-2.39914, -0.77939, -0.75073)
Co (-1.96813, 0.46889, -1.97560)


(3)
This record from the Open Molecules 2025 dataset describes C3H5CuO3 as an isolated structure at a distorted geometry. The level of theory is ωB97M-V/def2-TZVPD.

The HOMO-LUMO gap is 7.143 eV. Its energy relative to the best compared isomer or geometry (same formula, charge and spin) is 0.0 kcal per mole.

Positions of all 12 atoms, in Å:
H (-0.91394, -1.86382, -0.98700)
C (-0.02025, -1.35194, -0.59609)
C (-0.20775, -0.88051, 0.80330)
O (-0.93325, 0.45532, 0.83662)
C (-0.51316, 1.49191, 0.17519)
O (-1.19728, 2.44186, -0.15561)
Cu (1.24664, 0.12085, -1.83497)
O (0.80672, 1.46775, -0.18510)
H (0.79691, -2.09572, -0.60009)
H (0.72320, -0.71549, 1.36166)
H (-0.90325, -1.45134, 1.43704)
H (1.11540, 2.38113, -0.25495)


(4)
This record from the Open Molecules 2025 dataset describes C3H5DyO3 as an isolated structure at a distorted geometry. The level of theory is ωB97M-V/def2-TZVPD.

The HOMO-LUMO gap (spin up / spin down) is 7.225 / 6.673 eV. As for the multiplicity: 7. Its energy relative to the best compared isomer or geometry (same formula, charge and spin) is 138.3 kcal per mole. The total charge is +3.

Positions of all 12 atoms, in Å:
H (0.30872, 1.60408, -0.51965)
O (2.12832, 2.30449, -0.98512)
C (1.14528, 2.25188, -0.23109)
H (1.36509, 2.57333, 0.82262)
O (2.09367, 1.47909, -2.08818)
Dy (1.19938, -0.56333, -1.89270)
O (0.12228, -1.90245, -0.07471)
C (-0.79845, -1.84041, 0.86479)
C (-1.99870, -1.18878, 0.84243)
H (-0.49718, -2.53274, 1.68692)
H (-2.66576, -1.32636, 1.68951)
H (-2.40266, -0.85879, -0.11483)


Number 1: DFT total energy -1373.822901 Ha. Number 2: DFT total energy -1725.590688 Ha. Number 3: DFT total energy -1983.429617 Ha. Number 4: DFT total energy -1226.562527 Ha.